ORCA calculation (ωB97M-V/def2-TZVPD) on a structure of composition C26H28N2S2SiV at a distorted geometry.

Its total energy is -3146.6860 Eh. The value obtained for the frontier orbital gap (spin up / spin down) is 4.7 / 3.8 eV. Its spin multiplicity is 4. The expectation value of S² is 4.109.

The geometry in XYZ format:
```
60
Properties=species:S:1:pos:R:3:forces:R:3
C 0.9752 2.1616 1.5008 0.2 1.6 0.0
C -0.0776 2.1825 0.5427 0.5 1.3 -1.0
C -1.3152 2.4216 1.2183 -0.4 0.6 -0.8
H 0.0460 2.1294 -0.5358 -0.1 -0.1 0.3
C -1.0432 2.5309 2.6205 -0.2 1.5 0.9
C 0.3754 2.3852 2.7815 0.7 1.6 -0.3
H 0.9137 2.5200 3.7031 0.1 -0.3 0.0
H 2.0447 2.0793 1.3281 -0.3 -0.2 -0.1
H -2.2783 2.5195 0.7426 0.0 0.1 0.0
H -1.7506 2.7131 3.4253 0.2 0.1 -0.3
V -0.4446 0.7452 1.9555 -0.2 -6.1 2.2
C -1.2218 -2.0980 -3.4050 -0.4 -0.8 -1.3
H -1.8505 -1.8508 -2.5481 0.1 0.2 -0.3
H -1.8175 -1.9138 -4.3103 0.2 -0.1 0.1
H -0.2632 -1.5063 -3.5039 -1.0 -0.8 -0.4
Si -0.0476 -0.7173 -1.7942 0.7 0.6 3.0
C 1.7427 -0.5539 -2.0803 -0.8 0.0 -0.2
C 2.3308 0.7145 -2.0134 0.5 0.0 -0.6
H 1.7842 1.5500 -1.5891 0.1 -0.1 0.0
C 3.6042 0.9012 -2.5339 0.1 -0.4 0.1
H 4.0793 1.8801 -2.4633 -0.1 -0.3 -0.1
C 4.2763 -0.1890 -3.1069 0.1 0.0 0.1
H 5.2772 -0.0394 -3.5061 -0.2 -0.1 0.0
C 3.7098 -1.4747 -3.1221 0.2 0.2 0.5
H 4.2729 -2.3208 -3.5255 -0.2 0.3 0.1
C 2.4483 -1.6685 -2.5645 0.8 0.6 -0.3
H 2.0094 -2.6568 -2.5241 -0.1 0.0 -0.1
C -1.1592 0.6517 -2.4088 -0.2 -0.4 -0.6
C -0.7672 1.2808 -3.6128 -0.3 0.3 0.4
H 0.1706 1.0005 -4.0908 -0.1 0.1 0.1
C -1.5673 2.2650 -4.1929 -0.1 0.0 0.3
H -1.2153 2.7970 -5.0843 -0.3 -0.3 0.3
C -2.7985 2.5885 -3.6075 0.0 0.1 0.1
H -3.4135 3.3716 -4.0562 0.1 -0.3 0.2
C -3.2327 1.9346 -2.4441 0.3 0.1 -0.3
H -4.1898 2.2020 -1.9797 0.4 -0.2 -0.3
C -2.4197 0.9618 -1.8632 0.1 0.1 -0.2
H -2.7802 0.4390 -0.9803 0.2 0.2 0.0
H -0.2393 -2.0696 -1.1027 -0.1 0.9 -0.9
H -0.9496 -3.1535 -3.2959 0.0 0.2 -0.2
C -0.3945 1.3390 5.7980 0.1 -0.1 0.0
C 0.4004 0.2444 5.1604 0.2 -0.9 -0.5
N 0.3276 -0.1440 3.8909 -0.1 -0.2 -0.4
C 1.1021 -1.2947 3.6187 -0.2 0.8 2.7
C 1.7935 -1.7633 4.7261 -0.8 0.4 -1.3
S 1.4413 -0.8066 6.1250 0.0 0.1 -0.9
C 0.7144 -2.0312 2.4383 -0.7 -1.4 -1.5
C 0.9992 -3.3505 2.1384 -0.1 1.5 0.4
S -0.1058 -3.9801 0.9987 -0.5 0.9 0.0
C -0.9495 -2.4321 0.9244 1.5 0.4 2.2
N -0.3494 -1.4982 1.6817 -0.6 -1.7 -0.6
C -2.3428 -2.3238 0.4211 -0.6 0.0 -0.8
H -0.5149 1.1016 6.8621 0.0 0.2 -0.2
H 0.1092 2.3083 5.7003 -0.1 -0.1 0.1
H -1.3908 1.4564 5.3417 0.4 -0.3 0.0
H 2.3577 -2.6879 4.7210 0.0 0.2 0.4
H 1.7623 -3.9310 2.6289 0.0 -0.2 -0.2
H -2.4317 -2.6894 -0.6139 0.0 -0.1 0.4
H -3.0080 -2.9354 1.0534 0.3 0.2 -0.2
H -2.7386 -1.2956 0.4119 0.5 -0.3 0.3
```
Positions in Å, forces in eV/Å.